Here is a structure of composition C44H54N5O6RuSTe in a non-equilibrium geometry from the Open Molecules 2025 dataset. Energies are from wB97M-V/def2-TZVPD.

Each line ends with the Löwdin spin population.
Positions of all 112 atoms, in Å:
Ru  -12.463  -17.007  5.500  2.854
O  -14.496  -16.695  8.611  0.006
C  -15.559  -17.324  7.945  0.001
C  -15.595  -17.185  6.418  0.008
C  -16.760  -16.800  5.818  0.002
C  -17.055  -17.113  4.498  0.003
C  -16.089  -17.726  3.736  0.001
C  -14.834  -17.912  4.295  0.014
N  -14.578  -17.610  5.580  0.040
H  -13.864  -17.377  8.961  0.000
H  -16.485  -16.691  8.244  0.000
H  -15.585  -18.433  8.197  0.000
H  -17.521  -16.364  6.483  0.000
H  -17.967  -16.780  4.038  0.000
H  -16.272  -17.827  2.667  0.000
H  -14.053  -18.451  3.738  0.004
C  -7.604  -22.652  9.512  0.000
C  -8.580  -21.553  9.101  0.002
C  -8.984  -21.548  7.775  0.000
C  -10.024  -20.716  7.364  0.003
C  -10.629  -19.842  8.210  0.007
C  -10.288  -19.839  9.571  0.002
C  -9.212  -20.602  9.971  0.000
S  -12.041  -18.869  7.703  0.045
O  -12.876  -18.854  8.927  0.028
O  -12.656  -19.372  6.449  0.038
N  -11.676  -17.396  7.226  0.228
C  -10.424  -16.685  7.476  0.027
C  -9.752  -16.423  6.153  0.017
O  -8.597  -16.002  5.985  0.022
O  -10.600  -16.623  5.070  0.114
H  -6.772  -22.710  8.786  0.000
H  -8.157  -23.589  9.537  0.000
H  -7.266  -22.406  10.534  0.000
H  -8.453  -22.199  7.023  0.000
H  -10.335  -20.717  6.315  0.000
H  -10.955  -19.351  10.284  0.000
H  -8.837  -20.456  10.998  0.000
H  -9.902  -17.187  8.316  0.003
H  -10.702  -15.703  7.871  0.004
N  -11.488  -22.159  1.329  0.000
C  -12.119  -23.052  2.413  0.000
C  -12.986  -22.183  3.322  0.000
N  -12.219  -20.992  3.768  0.000
C  -11.712  -20.102  2.743  0.001
C  -10.824  -20.850  1.788  0.000
H  -12.241  -21.947  0.672  0.000
H  -10.842  -22.702  0.775  0.000
H  -11.172  -23.422  2.911  0.000
H  -12.692  -23.927  2.008  0.000
H  -13.260  -22.682  4.214  0.000
H  -13.908  -21.849  2.795  0.000
H  -12.721  -20.561  4.510  0.000
H  -11.127  -19.326  3.244  0.001
H  -12.500  -19.561  2.143  0.000
H  -9.842  -21.096  2.265  0.000
H  -10.604  -20.302  0.863  0.000
C  -20.708  -11.633  11.140  0.000
C  -19.427  -11.791  10.375  0.002
C  -18.439  -12.495  11.032  0.000
C  -17.237  -12.801  10.395  0.008
C  -16.242  -13.676  11.151  0.019
C  -17.061  -12.390  9.082  0.035
Te  -15.171  -12.852  8.043  0.741
N  -12.687  -15.201  5.352  0.225
C  -12.805  -15.238  4.005  0.090
O  -12.857  -16.353  3.395  0.172
C  -12.847  -13.975  3.253  0.007
C  -13.353  -13.882  1.940  0.008
C  -13.335  -12.651  1.270  0.000
C  -12.881  -11.494  1.976  0.010
C  -12.390  -11.616  3.264  0.000
C  -12.473  -12.820  3.934  0.013
C  -13.713  -11.291  8.824  0.027
C  -13.861  -9.946  8.556  0.010
C  -15.032  -9.359  7.792  0.011
C  -12.838  -9.127  8.989  -0.001
C  -11.761  -9.551  9.765  0.013
C  -10.676  -8.605  10.210  0.002
C  -11.730  -10.912  10.134  -0.001
C  -12.655  -11.798  9.592  0.011
C  -12.496  -13.268  9.911  0.025
C  -18.017  -11.519  8.438  0.009
C  -17.828  -11.081  7.010  0.026
C  -19.210  -11.307  9.092  0.000
H  -21.326  -10.832  10.769  0.000
H  -20.544  -11.332  12.215  0.000
H  -21.301  -12.592  11.082  0.000
H  -18.670  -12.914  12.042  0.000
H  -16.733  -14.048  12.060  0.002
H  -15.334  -13.142  11.435  0.001
H  -15.902  -14.551  10.591  0.009
H  -13.589  -14.806  1.455  0.001
H  -13.627  -12.502  0.242  0.000
H  -12.852  -10.521  1.506  0.001
H  -11.898  -10.765  3.738  0.000
H  -12.327  -12.834  5.048  0.001
H  -15.113  -9.851  6.815  0.006
H  -14.937  -8.269  7.733  0.001
H  -15.970  -9.613  8.359  0.002
H  -12.770  -8.094  8.578  0.000
H  -10.985  -7.907  10.978  0.001
H  -10.334  -7.955  9.440  0.000
H  -9.829  -9.172  10.559  0.000
H  -11.043  -11.313  10.886  0.000
H  -13.382  -13.758  10.234  0.012
H  -11.775  -13.480  10.710  0.003
H  -12.130  -13.794  9.035  0.002
H  -17.884  -11.950  6.300  0.004
H  -16.884  -10.566  6.845  0.010
H  -18.644  -10.366  6.785  0.002
H  -19.994  -10.745  8.628  0.000

Results
ΔE to the lowest compared entry with this formula, charge and spin = 0.0 kcal per mole
⟨S²⟩ = 8.777
HOMO-LUMO gap (alpha / beta) = 0.228 / 0.197 hartree
Net charge = +2
Largest force on an atom = 4.0 eV/Å
2S+1 = 6

---

Here is a structure of composition C44H55Br2N2O3S2ScSi from the Open Molecules 2025 dataset. Energies are from wB97M-V/def2-TZVPD.

Each line ends with the Mulliken charge.
Positions of all 110 atoms, in Å:
Sc  1.630  -0.395  0.408  0.030
Br  4.269  1.987  6.814  -0.127
C  4.000  1.310  5.076  -0.495
C  4.772  1.796  4.018  -0.519
C  4.557  1.345  2.735  -0.592
C  3.551  0.411  2.457  0.511
O  3.345  0.034  1.202  -0.879
C  2.813  -0.123  3.541  -0.035
C  1.938  -1.259  3.373  0.023
N  1.405  -1.602  2.252  0.671
C  0.828  -2.884  2.064  -0.470
C  0.170  -3.628  3.003  -0.331
C  -0.253  -4.941  2.700  -1.143
C  0.008  -5.497  1.480  -0.788
C  0.665  -4.739  0.481  0.880
C  1.004  -5.251  -0.793  -0.645
C  1.635  -4.450  -1.701  -1.057
C  1.889  -3.111  -1.363  -0.284
N  1.601  -2.599  -0.183  0.410
C  1.031  -3.412  0.762  0.827
C  3.065  0.334  4.847  -0.671
H  5.547  2.526  4.214  0.563
H  5.158  1.710  1.912  0.530
H  1.802  -1.897  4.248  0.512
H  -0.024  -3.222  3.987  0.518
H  -0.770  -5.513  3.458  0.444
H  -0.284  -6.516  1.262  0.479
H  0.763  -6.280  -1.032  0.498
H  1.918  -4.814  -2.678  0.471
H  2.332  -2.435  -2.086  0.604
H  2.508  -0.087  5.675  0.565
O  1.988  0.206  -1.523  -0.092
S  1.925  1.160  -2.724  0.024
C  0.924  2.537  -2.118  0.383
C  1.527  3.304  -0.948  0.320
C  0.486  4.107  -0.156  -1.741
C  -0.657  3.321  0.479  0.652
S  -0.272  2.173  1.814  0.318
O  0.877  1.320  1.260  0.559
C  0.485  3.211  3.024  0.816
C  -0.328  3.640  4.066  -0.593
C  0.221  4.446  5.052  -0.797
C  1.565  4.788  4.997  -0.632
C  2.368  4.336  3.956  -0.869
C  1.831  3.543  2.956  -0.281
C  3.532  1.898  -2.818  0.534
C  3.827  2.590  -3.986  -0.545
C  5.066  3.202  -4.099  -0.775
C  5.989  3.092  -3.067  -0.556
C  5.683  2.372  -1.919  -0.751
C  4.441  1.768  -1.780  -0.277
H  -0.019  2.040  -1.875  -0.948
H  0.744  3.169  -2.991  0.813
H  2.275  3.999  -1.331  0.595
H  2.050  2.619  -0.283  -0.403
H  0.017  4.843  -0.816  0.519
H  1.000  4.685  0.614  0.432
H  -1.204  2.700  -0.235  -0.765
H  -1.390  3.997  0.930  0.804
H  -1.368  3.340  4.116  0.524
H  -0.395  4.789  5.872  0.450
H  1.994  5.403  5.777  0.463
H  3.417  4.598  3.930  0.448
H  2.451  3.161  2.155  0.294
H  3.113  2.644  -4.799  0.459
H  5.316  3.748  -4.998  0.428
H  6.960  3.558  -3.166  0.419
H  6.416  2.275  -1.130  0.482
H  4.198  1.195  -0.894  0.498
C  -3.175  -1.834  -4.072  -1.811
C  -2.159  -1.787  -2.916  3.108
C  -1.536  -3.180  -2.762  -1.958
C  -1.009  -0.844  -3.304  -1.778
Si  -3.048  -1.261  -1.309  -1.673
Br  -1.283  -0.631  0.133  0.000
C  -3.888  -2.670  -0.335  2.944
C  -4.854  -3.419  -1.274  -1.660
C  -4.697  -2.121  0.850  -2.168
C  -2.889  -3.681  0.249  -2.300
C  -4.043  0.366  -1.432  2.659
C  -4.237  1.068  -0.078  -1.573
C  -5.433  0.051  -2.018  -1.735
C  -3.352  1.382  -2.354  -2.194
H  -2.681  -2.236  -4.961  0.540
H  -3.558  -0.848  -4.335  0.374
H  -4.027  -2.481  -3.856  0.356
H  -0.956  -3.410  -3.662  0.686
H  -2.282  -3.965  -2.651  0.399
H  -0.857  -3.225  -1.908  -0.050
H  -0.594  -1.177  -4.260  0.590
H  -0.206  -0.880  -2.564  -0.172
H  -1.321  0.192  -3.429  0.329
H  -5.600  -2.762  -1.725  0.331
H  -5.394  -4.171  -0.694  0.538
H  -4.334  -3.943  -2.076  0.326
H  -5.535  -1.499  0.536  0.406
H  -4.076  -1.548  1.542  0.323
H  -5.115  -2.964  1.406  0.608
H  -2.292  -4.186  -0.507  0.371
H  -3.455  -4.450  0.783  0.654
H  -2.211  -3.218  0.968  0.280
H  -4.743  0.453  0.661  0.295
H  -4.851  1.959  -0.237  0.585
H  -3.287  1.393  0.351  0.138
H  -6.037  -0.556  -1.343  0.345
H  -5.382  -0.459  -2.981  0.324
H  -5.971  0.989  -2.176  0.554
H  -2.342  1.620  -2.007  0.259
H  -3.929  2.311  -2.349  0.611
H  -3.289  1.047  -3.388  0.431

Results
ΔE to the lowest compared entry with this formula, charge and spin = 0.0 kcal per mole
HOMO-LUMO gap = 0.271 hartree
Net charge = +2
Largest force on an atom = 0.2 eV/Å
2S+1 = 1